{"formula": "C25H42N3O17P", "method": "the ωB97M-V functional and the def2-TZVPD basis", "de_lowest_kcal_mol": 0.0, "smiles": "N=[PH2]c1cc(CCN)cc2c1C(=O)NC2=O.COC(=O)OC.COC(=O)OC.COC(=O)OC.COC(=O)OC.COC(=O)OC", "lumo_energy_ha": -0.0299, "e_homo_ev": -9.1, "total_energy_ha": -2762.52850, "symbols": ["N", "P", "C", "C", "C", "C", "C", "N", "C", "C", "C", "C", "O", "N", "C", "O", "H", "H", "H", "H", "H", "H", "H", "H", "H", "H", "H", "H", "C", "O", "C", "O", "O", "C", "H", "H", "H", "H", "H", "H", "C", "O", "C", "O", "O", "C", "H", "H", "H", "H", "H", "H", "C", "O", "C", "O", "O", "C", "H", "H", "H", "H", "H", "H", "C", "O", "C", "O", "O", "C", "H", "H", "H", "H", "H", "H", "C", "O", "C", "O", "O", "C", "H", "H", "H", "H", "H", "H"], "coordinates": [[-0.787893, 4.783810, -3.258340], [-1.190866, 3.661500, -2.238588], [-2.703126, 2.734816, -2.630695], [-3.863411, 3.472562, -2.864302], [-5.087215, 2.869221, -3.189219], [-6.326897, 3.700610, -3.397832], [-7.271179, 3.594872, -2.188126], [-8.573328, 4.205447, -2.480136], [-5.153236, 1.482544, -3.299388], [-4.008969, 0.750780, -3.052595], [-2.797513, 1.352649, -2.732623], [-1.792973, 0.260714, -2.553814], [-0.599632, 0.345396, -2.495125], [-2.501130, -0.996960, -2.538585], [-3.820085, -0.726501, -3.060081], [-4.564513, -1.563043, -3.479400], [-1.423033, 4.847723, -4.044526], [-0.220584, 2.671992, -2.069358], [-1.417727, 4.136622, -0.931848], [-3.833260, 4.555223, -2.788751], [-6.043110, 4.746587, -3.534972], [-6.852552, 3.370831, -4.295615], [-6.781580, 4.071616, -1.335950], [-7.379745, 2.532101, -1.946335], [-9.296623, 3.497855, -2.447227], [-8.824372, 4.852776, -1.743197], [-6.078190, 0.980822, -3.558756], [-2.526031, -1.348423, -1.585389], [2.172074, -0.870785, -1.430367], [2.890300, -2.034410, -1.872963], [2.262865, -3.174988, -1.630596], [1.184941, -3.299069, -1.105585], [3.032646, -4.183721, -2.051149], [2.474055, -5.474936, -1.806036], [2.798115, -0.020200, -1.683671], [1.212388, -0.791702, -1.934486], [2.028569, -0.912185, -0.351212], [1.524838, -5.599940, -2.323535], [2.332827, -5.633558, -0.740863], [3.187830, -6.202287, -2.182206], [2.561199, -4.670563, 1.753819], [2.068691, -4.358559, 3.063005], [1.995206, -3.055102, 3.315606], [2.302675, -2.166873, 2.565037], [1.516767, -2.896962, 4.552359], [1.382615, -1.532244, 4.956698], [2.575520, -5.754560, 1.683084], [1.904100, -4.253682, 0.993959], [3.573461, -4.288684, 1.627323], [0.690004, -1.004600, 4.303352], [2.347177, -1.028739, 4.954370], [0.981488, -1.549553, 5.966094], [7.732285, -6.640568, 3.153802], [8.187833, -5.959666, 1.981193], [7.465423, -6.205179, 0.889705], [6.503316, -6.926378, 0.830639], [7.987115, -5.515468, -0.121359], [7.293828, -5.670779, -1.363953], [8.410001, -6.345600, 3.948897], [6.715909, -6.340149, 3.401059], [7.772514, -7.718587, 3.011147], [6.266471, -5.321825, -1.276100], [7.305662, -6.711772, -1.681004], [7.831219, -5.057683, -2.080461], [-1.634240, -3.687087, 6.059071], [-2.411287, -2.554745, 6.463682], [-2.992839, -2.686162, 7.654301], [-2.914265, -3.643839, 8.377174], [-3.678216, -1.571270, 7.909147], [-4.358331, -1.576850, 9.167692], [-1.220181, -3.446510, 5.084696], [-0.821504, -3.866239, 6.760045], [-2.259090, -4.574195, 5.978448], [-3.649006, -1.680913, 9.986284], [-5.085210, -2.385644, 9.206875], [-4.864735, -0.618840, 9.234649], [0.791704, 7.441125, -2.842629], [0.441980, 8.527513, -3.715994], [1.422376, 9.387164, -3.954438], [2.541069, 9.338059, -3.512424], [0.959764, 10.334187, -4.777961], [1.922959, 11.331872, -5.119878], [-0.088718, 6.815856, -2.741403], [1.594536, 6.848663, -3.275169], [1.098508, 7.829473, -1.871249], [2.773801, 10.886053, -5.631669], [2.265953, 11.856899, -4.230259], [1.411819, 12.022842, -5.783822]], "forces_ev_per_angstrom": [[-0.43, -0.41, 0.26], [0.26, 0.37, -0.80], [0.08, 0.01, 0.09], [-0.31, -0.19, 0.04], [0.12, 0.21, -0.13], [0.19, 0.06, 0.21], [0.07, -0.17, -0.37], [-0.01, -0.06, 0.45], [0.12, -0.11, 0.01], [0.15, 0.18, -0.10], [-0.27, -0.12, -0.10], [-0.05, -0.26, 0.02], [-0.10, 0.15, 0.27], [-0.27, 1.05, -0.12], [0.14, -0.28, 0.05], [-0.13, 0.06, 0.34], [0.13, 0.11, -0.09], [-0.04, -0.07, 0.30], [0.02, -0.17, 0.11], [0.05, -0.02, 0.00], [-0.11, -0.04, -0.11], [-0.03, 0.01, 0.04], [-0.10, -0.02, 0.05], [-0.02, 0.07, 0.11], [0.00, 0.00, -0.19], [0.05, 0.13, -0.11], [0.01, 0.01, -0.02], [0.24, -0.70, -0.26], [-0.01, 0.16, 0.08], [-0.01, -0.02, -0.02], [0.06, 0.01, 0.03], [-0.05, 0.00, -0.01], [0.01, -0.01, -0.01], [0.03, -0.27, -0.07], [0.05, -0.06, -0.05], [0.11, -0.08, 0.05], [-0.03, -0.04, 0.00], [-0.03, 0.09, 0.03], [-0.08, 0.00, 0.01], [0.09, 0.11, -0.04], [0.06, -0.10, -0.09], [0.02, 0.00, 0.02], [-0.03, -0.05, 0.03], [0.02, 0.03, -0.03], [-0.02, 0.01, 0.03], [-0.10, 0.14, 0.13], [-0.04, -0.01, 0.12], [0.01, 0.07, 0.02], [-0.02, 0.06, -0.02], [0.06, 0.01, -0.06], [0.01, -0.02, -0.08], [0.01, -0.11, 0.00], [0.04, -0.01, 0.11], [0.02, 0.00, 0.00], [0.02, 0.05, 0.00], [-0.07, -0.02, -0.01], [0.01, 0.01, 0.00], [0.00, 0.04, -0.10], [0.02, 0.03, -0.03], [-0.02, -0.03, -0.03], [-0.05, 0.00, -0.03], [-0.01, -0.03, 0.02], [-0.04, -0.01, 0.03], [0.03, 0.01, 0.04], [0.13, -0.10, -0.15], [0.02, 0.03, -0.05], [-0.01, 0.03, -0.02], [0.00, -0.04, 0.03], [0.00, 0.01, -0.01], [-0.07, 0.07, 0.06], [-0.04, 0.11, 0.01], [-0.05, -0.04, 0.05], [-0.01, -0.01, 0.10], [0.00, -0.05, 0.00], [0.04, -0.04, 0.01], [0.02, 0.01, -0.04], [0.00, 0.05, 0.22], [-0.06, -0.04, 0.01], [-0.02, 0.02, -0.03], [0.03, -0.01, 0.02], [-0.01, 0.00, 0.00], [0.00, 0.09, -0.07], [0.04, 0.14, -0.14], [0.04, 0.04, -0.01], [0.09, 0.03, -0.05], [0.02, -0.01, 0.04], [0.04, -0.04, 0.01], [-0.04, -0.03, 0.00]], "mulliken_charge": [-0.68, 0.47, -0.12, -0.68, 0.67, -1.27, -0.40, -0.61, -0.37, -0.02, 0.69, 0.09, -0.57, -0.19, -0.06, -0.53, 0.21, -0.02, 0.08, 0.46, 0.36, 0.34, 0.35, 0.35, 0.24, 0.25, 0.54, 0.31, -0.29, -0.36, 0.88, -0.58, -0.31, -0.53, 0.23, 0.15, 0.21, 0.33, 0.14, 0.24, -0.59, -0.38, 0.78, -0.55, -0.34, -0.73, 0.35, 0.19, 0.33, 0.33, 0.37, 0.21, -0.58, -0.33, 0.84, -0.56, -0.33, -0.46, 0.21, 0.25, 0.29, 0.14, 0.30, 0.23, -0.60, -0.31, 0.79, -0.54, -0.32, -0.63, 0.14, 0.30, 0.35, 0.29, 0.30, 0.22, -0.51, -0.31, 0.79, -0.54, -0.32, -0.63, 0.14, 0.30, 0.31, 0.29, 0.29, 0.21]}